{
  "formula": "C49H44As2Cl2N7O2Sn",
  "method": "ωB97M-V/def2-TZVPD",
  "symbols": ["Sn", "As", "As", "Cl", "Cl", "O", "O", "N", "N", "N", "N", "N", "N", "N", "C", "C", "C", "C", "C", "C", "C", "C", "C", "C", "C", "C", "C", "C", "C", "C", "C", "C", "C", "C", "C", "C", "C", "C", "C", "C", "C", "C", "C", "C", "C", "C", "C", "C", "C", "C", "C", "C", "C", "C", "C", "C", "C", "C", "C", "C", "C", "C", "C", "H", "H", "H", "H", "H", "H", "H", "H", "H", "H", "H", "H", "H", "H", "H", "H", "H", "H", "H", "H", "H", "H", "H", "H", "H", "H", "H", "H", "H", "H", "H", "H", "H", "H", "H", "H", "H", "H", "H", "H", "H", "H", "H", "H"],
  "positions_angstrom": [[-0.70142, 0.87614, -0.67788], [0.25626, -2.49094, 0.28340], [2.42878, -1.00072, -1.88055], [0.97724, 1.97316, 2.13667], [-3.44999, 4.82240, 1.00667], [-2.71875, 1.35592, -1.32322], [-4.65336, 1.98892, -0.40081], [-1.91889, 2.29004, 1.54199], [-2.42774, -0.42083, 0.74710], [-1.40732, 5.18606, -2.29428], [-0.56658, 4.75975, -3.24694], [0.31320, 1.36711, -3.43675], [-0.70329, 3.27969, -1.57377], [1.96181, 2.24715, -5.49973], [1.63578, 0.96471, -5.36557], [4.40703, 3.22500, -1.05808], [3.60829, -1.79326, -3.22538], [0.60066, -2.60048, 5.00344], [0.23943, -1.43701, 4.34279], [-4.07304, -1.61825, 2.19921], [-3.38115, -2.03883, 3.51149], [-3.76489, 1.18112, -0.56128], [0.11910, -1.43835, 2.96025], [-1.05677, 5.93530, 1.58299], [0.72839, -3.76087, 2.90048], [2.03734, -3.22977, -0.15593], [-4.60847, 0.78840, 3.63555], [0.18383, 3.49314, 1.93859], [3.04793, -2.66136, -4.15866], [-2.75144, 1.95242, 2.68311], [-4.63256, 1.64614, 4.71895], [-2.49363, -6.16820, -0.88720], [4.98704, -1.59532, -3.23169], [0.58366, 2.65743, -3.61518], [-3.63175, 2.59128, 4.84971], [-3.74098, -0.14330, 0.17633], [0.91728, 4.65940, 2.08383], [0.36577, -2.59580, 2.22687], [3.83568, 2.50034, -0.02305], [-2.50720, -5.71117, 0.42176], [-0.16702, 3.59696, -2.78733], [-0.84791, -4.04865, -0.12616], [-1.18072, 3.50998, 1.64589], [3.88007, 1.44405, -2.58666], [-1.68720, -4.65743, 0.80199], [-1.66717, -5.56073, -1.82292], [-0.86210, -4.49795, -1.44637], [5.21620, -3.11727, -5.08113], [0.82307, 0.52497, -4.33009], [1.42594, 3.09552, -4.63802], [-1.50457, 4.29024, -1.31011], [3.29526, 1.24728, -0.27261], [4.42113, 2.69688, -2.34198], [-1.77854, 4.76169, 1.45750], [0.84241, -3.76354, 4.28140], [3.84543, -3.32578, -5.07989], [-2.71301, 2.74657, 3.82799], [-3.64315, 0.86618, 2.62995], [0.28687, 5.88002, 1.91501], [5.78421, -2.24797, -4.15914], [-3.59512, -0.27403, 1.64539], [3.03187, -2.08264, -0.33685], [3.32701, 0.69356, -1.55008], [2.85633, 0.68710, 0.54574], [-2.70840, -1.26175, 3.86892], [0.69098, -2.60438, 6.08178], [5.44009, -0.92589, -2.50998], [-3.15797, -6.17732, 1.15062], [2.34989, -3.90623, 0.63930], [-2.16167, 4.39064, -0.46318], [1.96825, 4.60501, 2.33035], [0.84969, 6.79559, 2.03358], [1.65889, 4.14691, -4.75100], [-5.37545, 0.02999, 3.57798], [0.04862, -0.52884, 4.90129], [1.97399, -2.82293, -4.16079], [4.04183, -2.44969, -0.51877], [1.95258, -3.81094, -1.07746], [-0.23597, -4.00593, -2.18442], [3.81817, 2.90294, 0.98194], [-4.25855, -0.93211, -0.36210], [-4.10511, -2.23133, 4.30179], [-2.16343, -1.39661, 0.67873], [2.03844, 0.27652, -6.09863], [-1.69149, -4.31774, 1.82995], [-3.58179, 3.23305, 5.71891], [3.90202, 1.03797, -3.59141], [-1.55131, 6.88437, 1.42861], [5.84189, -3.63398, -5.79680], [-1.96762, 3.52469, 3.91165], [-5.15462, -1.58775, 2.32535], [0.56443, -0.52005, -4.22643], [-3.88642, -2.37308, 1.43039], [-0.18491, -0.53664, 2.43849], [-2.55606, 2.38100, 0.75243], [-5.40950, 1.55241, 5.46517], [4.86056, 3.26108, -3.15481], [-1.89594, 6.05859, -2.40702], [3.39804, -4.00486, -5.79412], [-1.65539, -5.91377, -2.84587], [3.05818, -1.46487, 0.56342], [-2.79297, -2.94607, 3.37832], [4.84646, 4.19506, -0.86537], [0.90854, -4.67461, 2.34537], [-3.12645, -6.99495, -1.18140], [1.12102, -4.67244, 4.79879], [6.85393, -2.08262, -4.16030]],
  "e_tot_ev": -218600.9967,
  "de_lowest_kcal_mol": 31.7,
  "orbital_gap_ev": 7.8120,
  "total_charge": 1
}